Run A
DFT (wB97M-V/def2-TZVPD) results for one molecule with the formula C5H5NOS.

Summary:
2S+1 = 1
HOMO-LUMO gap = 7.47 eV
SMILES = C1=CN2COC=C2S1
Net charge = 0
LUMO = 0.80 eV

```
13
C5H5NOS, DFT wB97M-V/def2-TZVPD
C 1.92 1.16 0.02
C 0.59 1.43 -0.10
N -0.16 0.29 -0.25
C -1.56 0.02 0.09
O -1.66 -1.35 -0.24
C -0.38 -1.94 0.00
C 0.52 -0.86 -0.15
S 2.22 -0.58 -0.02
H 2.87 1.65 -0.03
H 0.02 2.30 -0.19
H -1.74 0.29 1.24
H -2.21 0.52 -0.60
H -0.44 -2.94 0.23
```



Run B
DFT (wB97M-V/def2-TZVPD) results for one molecule with the formula C5H5NOS.

Summary:
2S+1 = 1
HOMO-LUMO gap = 9.93 eV
SMILES = C#C/C(=N/O)SC=C
Net charge = 0
LUMO = 0.59 eV

```
13
C5H5NOS, DFT wB97M-V/def2-TZVPD
C -1.64 2.45 0.21
C -1.49 1.24 0.15
C -1.34 -0.23 0.20
N -2.23 -1.03 -0.25
O -2.03 -2.33 -0.12
S 0.16 -0.86 0.97
C 1.40 0.09 0.05
C 2.58 -0.37 -0.37
H -1.77 3.52 0.17
H -1.03 -2.53 0.08
H 1.11 1.16 -0.09
H 2.83 -1.45 -0.30
H 3.44 0.32 -0.68
```



Most favorable structure: run A. The second most favorable one is 0.0804 hartree above it.



Run A
DFT (wB97M-V/def2-TZVPD) results for one molecule with the formula C5H5NOS.

Summary:
2S+1 = 1
HOMO-LUMO gap (alpha / beta) = 6.82 / 7.72 eV
Net charge = 0
LUMO (alpha / beta) = -1.38 / -0.73 eV

```
13
C5H5NOS, DFT wB97M-V/def2-TZVPD
C -0.87 -1.10 -0.56
C 0.91 1.64 -0.39
C -1.87 -0.29 -0.05
C -0.36 1.66 -0.04
C 1.20 -0.52 0.51
N 0.38 -1.29 -0.35
O 1.77 0.70 -0.05
S -1.45 1.01 0.97
H -1.22 -1.85 -1.15
H 1.43 2.24 -1.17
H -2.90 -0.73 -0.07
H 0.90 -0.30 1.50
H 2.08 -1.17 0.84
```



Run B
DFT (wB97M-V/def2-TZVPD) results for one molecule with the formula C5H5NOS.

Summary:
2S+1 = 1
HOMO-LUMO gap = 9.41 eV
Net charge = 0
LUMO = -0.04 eV

```
13
C5H5NOS, DFT wB97M-V/def2-TZVPD
C 0.45 -0.79 0.59
C 1.71 -0.53 0.38
C -0.48 2.80 -0.06
C -0.63 -0.61 -0.44
C -1.61 0.50 -0.01
N -0.99 1.76 -0.03
O 4.06 -0.98 -0.45
S 3.18 0.05 0.10
H 0.12 -1.16 1.55
H -0.19 -0.35 -1.40
H -1.19 -1.54 -0.55
H -2.46 0.53 -0.68
H -1.97 0.32 1.01
```



Most favorable structure: run B. The second most favorable one is 0.0692 hartree above it.



Run A
DFT (wB97M-V/def2-TZVPD) results for an isolated ion of composition CH5N4OS and charge -1.

Summary:
2S+1 = 1
HOMO-LUMO gap (alpha / beta) = 4.83 / 4.83 eV
SMILES = [H]/N=[N+](\[S-])[C@H](N)N[O-]
Net charge = -1
LUMO (alpha / beta) = 3.03 / 3.04 eV

```
12
CH5N4OS, DFT wB97M-V/def2-TZVPD
H -1.42 -0.43 2.39
N -0.78 -0.50 1.65
N -1.20 -0.17 0.51
S -2.76 0.13 0.03
C -0.16 -0.17 -0.52
N 1.05 -0.80 -0.09
N 0.13 1.28 -0.70
O 1.27 1.63 -1.38
H -0.44 -0.72 -1.65
H 1.64 -0.19 -0.54
H 1.12 -0.66 0.94
H -0.72 1.82 -1.05
```



Run B
DFT (wB97M-V/def2-TZVPD) results for a 2-piece molecular cluster, CH5N4OS overall.

Summary:
2S+1 = 1
HOMO-LUMO gap (alpha / beta) = 6.00 / 6.20 eV
Net charge = -1
LUMO (alpha / beta) = 3.31 / 3.51 eV

```
12
CH5N4OS, DFT wB97M-V/def2-TZVPD
C 0.26 -0.34 0.62
N -0.81 -0.64 -1.37
N 0.48 1.75 0.14
N 1.33 -0.94 0.14
N -0.90 -0.23 -0.13
O 2.17 -1.42 0.94
S -2.23 0.26 0.70
H 0.21 -0.29 1.68
H -1.60 -0.84 -1.95
H -0.02 1.61 -0.72
H -0.16 2.17 0.86
H 1.27 -1.09 -0.91
```



Most favorable structure: run A. The second most favorable one is 0.0465 hartree above it.